(1)
C4H4O4 | ωB97M-V with the def2-TZVPD basis set

Computed properties:
E_LUMO, eV: -0.70
HOMO, eV: -9.655
Structure (SMILES): CC(=O)C=O.O=C=O
F_max, eV/A: 4.31

XYZ file:
```
12
Properties=species:S:1:pos:R:3:nbo_charge:R:1
C 0.25 -1.47 0.61 -0.74
C 0.95 1.27 -1.52 1.00
C -0.19 -0.10 1.01 0.53
C -1.12 0.72 -0.10 0.29
O 1.62 0.40 -1.01 -0.52
O 0.62 2.22 -2.16 -0.48
O -0.21 0.34 2.13 -0.50
O -2.12 0.20 -0.55 -0.47
H -0.97 1.82 -0.04 0.14
H -0.03 -2.17 1.40 0.25
H -0.15 -1.75 -0.36 0.24
H 1.35 -1.47 0.59 0.26
```

(2)
C4H4O4 | ωB97M-V with the def2-TZVPD basis set

Computed properties:
E_LUMO, eV: -0.73
HOMO, eV: -8.939
Structure (SMILES): COC(=O)C(=O)C=O
F_max, eV/A: 4.80

XYZ file:
```
12
Properties=species:S:1:pos:R:3:nbo_charge:R:1
C 2.00 0.05 0.27 -0.27
C -0.16 0.34 -0.61 0.65
C -1.34 -0.41 -1.10 0.50
C -1.78 -0.34 0.69 0.31
O 0.88 -0.50 -0.44 -0.48
O -0.16 1.56 -0.53 -0.56
O -2.19 -0.48 -1.91 -0.42
O -1.34 -1.01 1.57 -0.47
H -2.72 0.25 0.75 0.13
H 1.69 0.37 1.27 0.20
H 2.40 0.91 -0.28 0.20
H 2.73 -0.74 0.32 0.21
```

(3)
C4H4OS | ωB97M-V with the def2-TZVPD basis set

Computed properties:
E_LUMO, eV: 0.38
HOMO, eV: -7.892
Structure (SMILES): C=C1OC=CS1
F_max, eV/A: 3.86

XYZ file:
```
10
Properties=species:S:1:pos:R:3:nbo_charge:R:1
C -0.77 1.37 -0.05 0.09
C -1.89 0.63 -0.04 -0.47
C 0.46 -0.51 -0.09 0.33
C 1.48 -1.34 -0.04 -0.57
O 0.43 0.80 0.05 -0.47
S -1.61 -1.09 0.04 0.15
H -0.65 2.50 -0.04 0.21
H -2.96 0.79 -0.17 0.26
H 1.39 -2.34 -0.33 0.23
H 2.49 -0.96 0.26 0.23
```

(4)
C4H4OS | ωB97M-V with the def2-TZVPD basis set

Computed properties:
E_LUMO, eV: 0.49
HOMO, eV: -8.802
Structure (SMILES): C#CCOC=S
F_max, eV/A: 2.64

XYZ file:
```
10
Properties=species:S:1:pos:R:3:nbo_charge:R:1
C -0.84 0.02 0.51 0.05
C 0.98 -1.31 -0.26 -0.15
C 2.06 -0.39 -0.49 -0.08
C 2.97 0.36 -0.60 -0.15
H -0.43 -0.34 1.48 0.15
H 0.98 -1.81 0.71 0.22
H 0.91 -2.14 -1.02 0.24
H 3.73 1.07 -0.75 0.24
O -0.33 -0.67 -0.47 -0.47
S -2.10 1.03 0.52 -0.04
```

(5)
C4H4P2 | ωB97M-V with the def2-TZVPD basis set

Computed properties:
E_LUMO (spin up / spin down), eV: -0.75 / -1.46
HOMO (spin up / spin down), eV: -7.998 / -7.481
Structure (SMILES): C#P=PC1C=C1
F_max, eV/A: 3.27

XYZ file:
```
10
Properties=species:S:1:pos:R:3:nbo_charge:R:1
C -1.23 -0.02 0.18 -0.15
C -0.41 0.99 0.36 -0.17
C 1.56 -0.64 0.86 -0.62
C -0.56 0.54 -1.04 -0.60
P 1.27 -1.63 -0.35 0.34
P 0.57 -0.46 -2.05 0.33
H -1.69 -0.81 0.77 0.24
H 0.14 1.57 1.02 0.23
H 1.64 -0.54 1.88 0.18
H -1.28 1.00 -1.64 0.21
```

(6)
C4H4S | ωB97M-V with the def2-TZVPD basis set

Computed properties:
E_LUMO, eV: -0.50
HOMO, eV: -8.250
F_max, eV/A: 5.35

XYZ file:
```
9
Properties=species:S:1:pos:R:3:nbo_charge:R:1
C 0.18 -0.96 -0.13 -0.25
C 0.52 0.22 0.66 -0.27
C -1.26 0.68 0.67 -0.25
C 1.13 -0.13 -0.65 -0.29
S -1.89 -0.52 -0.22 0.25
H 0.01 -1.99 -0.19 0.22
H 1.06 0.41 1.59 0.22
H -1.71 1.48 1.05 0.17
H 1.24 0.40 -1.58 0.21
```